[1]
C3H6N2O | ωB97M-V with the def2-TZVPD basis set

Properties
Gap between HOMO and LUMO = 10.6 eV
Energy relative to the best compared isomer or geometry (same formula, charge and spin) = 27.8 kcal per mole
SMILES = C/N=C\NC=O
HOMO energy = -9.76 eV

Structure (ORCA input):
```
! RIJCOSX wB97M-V def2-TZVPD def2/J DEFGRID3
* xyz 0 1
C -1.898 -0.456 -0.714
N -1.381 0.664 0.047
C -0.137 0.822 0.208
N 0.901 -0.082 -0.066
C 2.246 0.089 0.213
O 3.090 -0.720 -0.097
H -2.946 -0.226 -0.921
H -1.381 -0.497 -1.683
H -1.831 -1.451 -0.243
H 0.167 1.831 0.498
H 0.688 -0.990 -0.464
H 2.481 1.019 0.761
*
```

---

[2]
C22H21MoN6O | ωB97M-V with the def2-TZVPD basis set

Properties
Gap between HOMO and LUMO (spin up / spin down) = 6.2 / 5.8 eV
Energy relative to the best compared isomer or geometry (same formula, charge and spin) = 0.0 kcal per mole
HOMO energy (spin up / spin down) = -17.61 / -17.65 eV

Structure (ORCA input):
```
! RIJCOSX wB97M-V def2-TZVPD def2/J DEFGRID3
* xyz 3 3
Mo -0.766 0.430 0.007
C -4.714 2.031 0.878
C -3.948 3.178 1.156
C -2.607 3.096 1.464
C -2.033 1.821 1.557
C -2.808 0.649 1.323
C -4.157 0.772 0.953
N -0.667 1.525 1.562
C 0.390 2.463 1.734
C 0.652 3.193 2.870
C 1.756 4.046 2.850
C 2.565 4.169 1.721
C 2.292 3.447 0.571
C 1.200 2.588 0.598
N 0.707 1.830 -0.483
N 1.118 1.989 -1.648
C 0.388 1.285 -2.608
C 0.705 1.447 -3.938
C -0.101 0.817 -4.887
C -1.185 0.071 -4.460
C -1.435 -0.050 -3.098
N -0.662 0.536 -2.177
H -5.762 2.144 0.635
H -4.422 4.150 1.106
H -2.013 3.984 1.636
H -2.430 -0.309 1.697
H -4.763 -0.112 0.805
H 0.035 3.097 3.754
H 1.989 4.625 3.735
H 3.411 4.841 1.740
H 2.900 3.547 -0.318
H 1.549 2.065 -4.213
H 0.115 0.925 -5.942
H -1.843 -0.422 -5.163
H -2.272 -0.636 -2.738
N 0.334 -1.254 0.009
C 0.959 -2.238 0.197
N 1.635 -3.282 0.407
C 1.709 -3.926 1.762
C 1.316 -5.389 1.606
O 2.122 -6.004 0.633
C 1.912 -5.467 -0.649
C 2.359 -4.011 -0.685
H 1.057 -3.387 2.447
H 2.746 -3.839 2.086
H 0.253 -5.474 1.345
H 1.485 -5.906 2.549
H 0.857 -5.550 -0.941
H 2.513 -6.042 -1.350
H 2.139 -3.531 -1.637
H 3.422 -3.929 -0.460
*
```

---

[3]
C6H10N2O2 | ωB97M-V with the def2-TZVPD basis set

Properties
Gap between HOMO and LUMO = 9.7 eV
Energy relative to the best compared isomer or geometry (same formula, charge and spin) = 81.7 kcal per mole
SMILES = C[C@H]1CN(N=O)CCC1=O
HOMO energy = -9.24 eV

Structure (ORCA input):
```
! RIJCOSX wB97M-V def2-TZVPD def2/J DEFGRID3
* xyz 0 1
C 2.341 -1.662 0.094
C 1.184 -0.738 -0.249
C -0.169 -1.171 0.447
N -1.205 -0.281 0.023
N -2.313 -0.819 -0.247
O -3.314 -0.020 -0.299
C -1.046 1.228 0.164
C 0.345 1.591 0.504
C 1.437 0.816 -0.145
O 2.540 1.218 -0.498
H 2.583 -1.706 1.152
H 2.167 -2.713 -0.248
H 3.265 -1.172 -0.222
H 0.957 -0.793 -1.340
H -0.151 -1.104 1.548
H -0.525 -2.126 0.203
H -1.671 1.513 1.045
H -1.459 1.625 -0.855
H 0.526 1.592 1.612
H 0.573 2.623 0.170
*
```

---

[4]
C3H7N4S | ωB97M-V with the def2-TZVPD basis set

Properties
Gap between HOMO and LUMO (spin up / spin down) = 6.8 / 7.4 eV
Energy relative to the best compared isomer or geometry (same formula, charge and spin) = 151.7 kcal per mole
HOMO energy (spin up / spin down) = -12.95 / -13.10 eV

Structure (ORCA input):
```
! RIJCOSX wB97M-V def2-TZVPD def2/J DEFGRID3
* xyz 1 1
C -0.458 -0.268 -0.037
C 3.258 -0.866 -0.034
C -2.956 0.166 -0.316
N -0.343 1.181 -0.006
N 1.068 1.067 -0.023
N 1.843 -1.151 -0.079
N 0.955 -0.260 0.026
S -1.786 -1.258 0.017
H -0.713 2.298 -0.108
H 3.254 -0.126 0.825
H 3.539 -0.119 -0.769
H 3.669 -1.848 0.051
H -3.419 0.387 0.639
H -3.676 -0.278 -1.003
H -2.389 1.024 -0.773
*
```

---

[5]
C4H9N2O | ωB97M-V with the def2-TZVPD basis set

Properties
Gap between HOMO and LUMO = 10.6 eV
Energy relative to the best compared isomer or geometry (same formula, charge and spin) = 22.7 kcal per mole
HOMO energy = -14.16 eV

Structure (ORCA input):
```
! RIJCOSX wB97M-V def2-TZVPD def2/J DEFGRID3
* xyz 1 1
C 1.899 0.118 -1.539
C 1.483 -0.067 -0.129
C 1.272 -1.216 0.550
N 0.386 -0.978 1.587
C -0.116 0.273 1.416
N 0.646 0.843 0.496
H 0.999 0.417 -2.086
H 2.151 -0.819 -2.044
H 2.762 0.726 -1.807
H 1.534 -2.220 0.258
H -0.186 -1.631 2.098
H -0.916 0.776 1.935
H 0.633 1.840 0.369
H -5.032 0.842 -1.952
H -3.620 0.331 -2.084
O -4.209 0.778 -1.468
*
```

---

[6]
C3H3NOS2 | ωB97M-V with the def2-TZVPD basis set

Properties
Gap between HOMO and LUMO = 9.9 eV
Energy relative to the best compared isomer or geometry (same formula, charge and spin) = 60.0 kcal per mole
SMILES = O=C1S[C@@H]1S.C#N
HOMO energy = -9.77 eV

Structure (ORCA input):
```
! RIJCOSX wB97M-V def2-TZVPD def2/J DEFGRID3
* xyz 0 1
O 1.434 1.644 -0.996
C 1.410 0.722 -0.244
S 2.388 -0.128 0.941
C 0.621 -0.346 0.259
S 0.206 -1.759 -0.807
H -0.196 -0.258 1.004
H -0.136 -2.515 0.205
C -2.007 0.821 -0.251
N -2.305 0.299 0.713
H -1.415 1.520 -0.825
*
```

---

[7]
C24H30AgAsN4OS3 | ωB97M-V with the def2-TZVPD basis set

Properties
Gap between HOMO and LUMO = 5.7 eV
Energy relative to the best compared isomer or geometry (same formula, charge and spin) = 16.1 kcal per mole
HOMO energy = -6.00 eV

Structure (ORCA input):
```
! RIJCOSX wB97M-V def2-TZVPD def2/J DEFGRID3
* xyz 0 1
Ag 1.508 0.079 0.146
S 2.946 0.031 -1.974
C 1.674 -1.035 -2.495
N 1.600 -1.399 -3.738
N 0.615 -2.146 -4.246
C 0.610 -2.529 -5.572
C -0.277 -3.531 -5.979
C -0.365 -3.883 -7.314
C 0.427 -3.247 -8.260
C 1.319 -2.263 -7.853
C 1.426 -1.907 -6.521
N 0.824 -1.399 -1.410
N -0.342 -1.756 -1.718
C -1.269 -1.957 -0.706
C -1.376 -1.148 0.433
C -2.401 -1.358 1.339
C -3.325 -2.373 1.138
C -3.233 -3.174 0.006
C -2.227 -2.957 -0.915
H -0.154 -2.407 -3.651
H -0.888 -4.027 -5.232
H -1.055 -4.661 -7.617
H 0.349 -3.512 -9.306
H 1.933 -1.758 -8.588
H 2.113 -1.139 -6.195
H -0.697 -0.311 0.541
H -2.498 -0.712 2.204
H -4.124 -2.524 1.852
H -3.956 -3.962 -0.161
H -2.162 -3.571 -1.804
C -0.884 4.318 4.967
C -0.547 4.034 3.527
C 0.574 4.596 2.927
C 0.896 4.299 1.612
C 0.088 3.439 0.888
C -1.050 2.892 1.456
C -1.367 3.201 2.767
S 0.584 2.877 -0.759
C -0.431 4.113 -1.629
O -0.155 1.598 -0.965
H -0.029 4.730 5.502
H -1.211 3.408 5.474
H -1.699 5.042 5.033
H 1.216 5.256 3.497
H 1.794 4.710 1.165
H -1.663 2.218 0.869
H -2.273 2.801 3.212
H -1.476 3.884 -1.429
H -0.220 4.011 -2.692
H -0.156 5.105 -1.272
C 2.182 0.306 5.554
As 1.624 -0.337 3.814
C -0.271 -0.717 3.993
C 2.439 -2.072 3.553
S 2.233 1.043 2.378
H 1.896 -0.393 6.339
H 1.717 1.274 5.732
H 3.263 0.434 5.549
H -0.473 -1.019 5.020
H -0.538 -1.522 3.311
H -0.846 0.172 3.749
H 2.196 -2.755 4.365
H 3.516 -1.937 3.480
H 2.077 -2.470 2.606
*
```

---

[8]
C3H4N2 | ωB97M-V with the def2-TZVPD basis set

Properties
Gap between HOMO and LUMO = 10.0 eV
Energy relative to the best compared isomer or geometry (same formula, charge and spin) = 10.1 kcal per mole
SMILES = c1c[nH]cn1
HOMO energy = -9.08 eV

Structure (ORCA input):
```
! RIJCOSX wB97M-V def2-TZVPD def2/J DEFGRID3
* xyz 0 1
C -1.113 0.310 0.220
C -0.578 -0.905 0.387
N 0.736 -0.863 -0.026
C 0.967 0.458 -0.325
N -0.122 1.180 -0.307
H -2.004 0.714 0.668
H -1.117 -1.707 0.869
H 1.382 -1.458 0.442
H 1.925 0.919 -0.503
*
```

---

[9]
C19H33BiCl2N4O4 | ωB97M-V with the def2-TZVPD basis set

Properties
Gap between HOMO and LUMO (spin up / spin down) = 6.6 / 4.7 eV
Energy relative to the best compared isomer or geometry (same formula, charge and spin) = 46.0 kcal per mole
HOMO energy (spin up / spin down) = -6.29 / -4.43 eV

Structure (ORCA input):
```
! RIJCOSX wB97M-V def2-TZVPD def2/J DEFGRID3
* xyz 0 1
O 1.497 0.096 0.206
C 2.308 0.743 0.911
C 3.678 0.994 0.463
C 4.299 0.128 -0.457
H 3.849 -0.855 -0.600
C 5.409 0.586 -1.158
H 5.765 0.001 -1.996
C 6.017 1.799 -0.834
H 6.870 2.156 -1.409
C 5.483 2.586 0.189
H 5.952 3.534 0.448
C 4.305 2.201 0.824
H 3.810 2.813 1.577
H 1.939 1.357 1.743
C 3.043 -0.660 3.411
C 1.875 0.204 3.614
H 3.181 -1.455 4.176
H 3.992 -0.092 3.402
H 2.907 -1.184 2.435
C 0.555 0.133 3.603
C -0.462 -0.574 4.560
H 0.015 0.628 2.771
H 0.046 -0.779 5.519
H -0.850 -1.507 4.103
H -1.358 0.041 4.766
Bi -0.581 -0.072 -0.697
Cl 0.942 -2.302 -1.019
Cl -0.365 2.524 -0.253
H 2.409 -0.575 -4.576
H 1.449 -2.530 -5.162
C 1.727 -0.315 -3.766
C 0.732 -2.525 -4.359
N 0.557 -1.164 -3.907
H 1.421 0.737 -3.833
C -0.609 -0.769 -3.440
O -0.848 0.397 -2.973
H -0.211 -2.909 -4.721
H -1.419 -1.491 -3.506
H 2.252 -0.480 -2.814
H 1.107 -3.187 -3.588
H -5.864 2.797 0.840
H -4.676 4.587 -0.876
C -4.834 2.672 1.214
C -3.796 4.330 -0.284
N -3.875 2.946 0.142
H -4.699 1.675 1.647
C -3.210 2.017 -0.563
O -3.110 0.801 -0.274
H -2.903 4.466 -0.886
H -2.685 2.427 -1.456
H -4.671 3.431 1.991
H -3.760 4.973 0.593
C -4.514 -2.781 1.213
N -3.619 -3.423 0.300
C -2.385 -2.944 0.006
N -1.564 -3.824 -0.597
O -2.082 -1.738 0.265
H -4.603 -1.720 1.003
H -4.202 -2.902 2.252
H -5.486 -3.252 1.100
H -3.698 -4.423 0.206
H -0.565 -3.585 -0.716
H -1.888 -4.765 -0.770
*
```

---

[10]
C28H84FeN2O34 | ωB97M-V with the def2-TZVPD basis set

Properties
Gap between HOMO and LUMO (spin up / spin down) = 7.2 / 7.2 eV
HOMO energy (spin up / spin down) = -7.31 / -7.29 eV

Structure (ORCA input):
```
! RIJCOSX wB97M-V def2-TZVPD def2/J DEFGRID3
* xyz 0 5
Fe 1.876 0.887 2.038
N 4.632 -0.885 1.001
O 4.872 -1.372 -0.103
O 3.620 -0.185 1.186
O 5.366 -1.030 1.977
N -0.334 -0.155 0.177
O -0.643 -1.179 -0.518
O 0.746 0.230 0.415
O -1.171 0.597 0.644
C 3.515 4.967 -2.885
C 4.462 5.934 -2.175
O 4.445 5.806 -0.732
O 3.449 3.571 -2.330
H 3.914 4.978 -3.899
H 2.506 5.355 -3.022
H 4.194 6.971 -2.376
H 5.528 5.869 -2.394
H 4.811 6.643 -0.437
H 2.633 3.555 -1.825
C 3.548 -4.466 -2.196
C 2.412 -3.509 -2.563
O 2.494 -2.248 -1.905
O 4.833 -3.798 -2.418
H 3.597 -5.476 -2.602
H 3.343 -4.647 -1.140
H 1.574 -4.037 -2.108
H 2.034 -3.255 -3.553
H 1.853 -2.216 -1.192
H 5.485 -4.289 -1.913
C 0.694 0.460 -7.280
C 0.456 1.166 -5.940
O -0.920 0.872 -5.517
O 1.982 -0.139 -7.040
H 0.582 1.146 -8.120
H -0.013 -0.341 -7.494
H 0.452 2.249 -6.063
H 1.274 0.942 -5.255
H -0.975 -0.051 -5.261
H 1.743 -1.018 -6.736
C -1.918 -5.539 -1.710
C -2.381 -4.435 -0.809
O -3.849 -4.610 -0.712
O -1.483 -6.662 -1.035
H -1.045 -5.097 -2.191
H -2.693 -5.790 -2.435
H -2.110 -3.482 -1.264
H -2.100 -4.585 0.233
H -4.161 -3.799 -0.304
H -0.572 -6.911 -1.204
C -1.847 -3.320 4.719
C -0.721 -3.962 5.650
O -0.225 -5.161 5.036
O -1.332 -2.651 3.548
H -2.494 -2.743 5.379
H -2.374 -4.170 4.285
H -1.096 -4.288 6.621
H 0.124 -3.315 5.883
H -0.963 -5.773 5.098
H -2.151 -2.375 3.130
C 0.282 1.030 4.467
C 1.120 -0.320 4.664
O 1.550 -0.778 3.382
O 0.258 1.544 3.127
H 0.648 1.786 5.161
H -0.745 0.823 4.769
H 0.586 -1.032 5.294
H 2.014 -0.067 5.234
H 1.621 -1.735 3.336
H -0.508 2.123 3.131
C -3.161 5.110 3.010
C -2.012 4.516 2.237
O -0.913 4.158 3.034
O -2.765 6.363 3.496
H -3.341 4.373 3.793
H -4.021 5.226 2.350
H -1.640 5.269 1.541
H -2.103 3.654 1.576
H -1.014 4.713 3.811
H -3.420 6.539 4.176
C 2.606 -4.685 2.668
C 1.504 -4.396 1.643
O 1.420 -2.989 1.119
O 2.341 -3.870 3.781
H 3.592 -4.446 2.270
H 2.625 -5.743 2.930
H 0.544 -4.586 2.123
H 1.673 -5.050 0.788
H 0.591 -2.852 0.653
H 1.611 -4.190 4.317
C 0.093 5.253 -1.091
C 1.129 6.029 -0.257
O 0.882 5.868 1.188
O 0.723 4.001 -1.438
H -0.103 5.800 -2.013
H -0.778 5.019 -0.480
H 1.139 7.093 -0.490
H 2.147 5.748 -0.527
H 1.613 6.263 1.669
H 0.020 3.346 -1.431
C -6.190 -2.127 -1.062
C -6.924 -1.198 -2.023
O -7.625 -0.138 -1.390
O -5.391 -1.489 -0.098
H -5.605 -2.947 -1.478
H -6.943 -2.709 -0.531
H -7.727 -1.668 -2.590
H -6.166 -0.852 -2.726
H -7.081 0.024 -0.615
H -4.662 -1.057 -0.549
C 4.024 2.795 2.515
C 3.000 3.554 1.661
O 2.061 2.678 1.011
O 3.352 1.785 3.281
H 4.492 3.466 3.235
H 4.817 2.242 2.012
H 3.361 4.348 1.007
H 2.434 4.110 2.408
H 1.634 3.324 0.443
H 3.942 1.714 4.035
C 3.855 0.727 -3.516
C 4.337 -0.239 -4.580
O 4.163 -1.610 -4.286
O 4.507 0.268 -2.331
H 2.801 0.828 -3.256
H 4.489 1.610 -3.594
H 5.370 0.018 -4.814
H 3.966 0.077 -5.555
H 4.230 -2.223 -5.021
H 4.884 0.957 -1.780
C -4.502 -2.333 3.081
C -5.990 -2.091 2.893
O -6.353 -0.775 2.284
O -3.834 -2.526 1.847
H -4.286 -3.209 3.692
H -4.041 -1.507 3.624
H -6.552 -2.234 3.816
H -6.349 -2.867 2.218
H -6.013 -0.773 1.386
H -4.439 -2.163 1.197
C -3.393 0.680 -2.356
C -2.049 1.522 -2.520
O -1.988 2.426 -1.368
O -3.289 -0.355 -1.362
H -3.578 0.177 -3.305
H -4.207 1.380 -2.171
H -2.199 2.179 -3.377
H -1.157 0.917 -2.680
H -1.949 2.028 -0.495
H -2.521 -0.884 -1.592
*
```

---

[11]
C19H21IMoN2 | ωB97M-V with the def2-TZVPD basis set

Properties
Gap between HOMO and LUMO (spin up / spin down) = 5.1 / 5.5 eV
Energy relative to the best compared isomer or geometry (same formula, charge and spin) = 54.3 kcal per mole
HOMO energy (spin up / spin down) = -13.63 / -13.90 eV

Structure (ORCA input):
```
! RIJCOSX wB97M-V def2-TZVPD def2/J DEFGRID3
* xyz 2 3
C -0.072 -2.351 -1.644
C -0.523 -2.501 -0.108
H -0.994 -2.409 -2.229
H 0.654 -3.123 -1.884
H 0.484 -1.379 -1.997
H -1.403 -1.832 0.049
H -0.932 -3.510 0.058
H 0.304 -2.401 0.646
C 0.035 1.688 -2.472
C 0.056 3.052 -2.742
C -0.657 3.917 -1.907
C -1.339 3.400 -0.812
H 0.503 0.961 -3.146
H 0.639 3.417 -3.593
H -0.663 4.994 -2.095
H -1.889 4.039 -0.119
N -0.488 1.205 -1.303
C -1.250 2.032 -0.501
C -1.761 1.422 0.721
N -1.349 0.126 0.936
C -1.663 -0.489 2.124
C -2.838 1.471 2.894
C -2.409 0.152 3.112
H -1.299 -1.523 2.216
H -2.639 -0.369 4.052
C -2.492 2.111 1.708
H -2.727 3.162 1.518
H -3.412 2.010 3.651
Mo 0.217 -0.605 -0.451
I 2.560 -0.559 -1.970
C 1.461 -0.418 1.312
C 2.908 -0.764 1.170
C 3.814 0.230 0.744
C 5.130 -0.110 0.441
C 5.559 -1.431 0.582
C 4.677 -2.408 1.058
C 3.358 -2.076 1.374
H 1.297 0.682 1.302
H 0.991 -0.892 2.181
H 3.449 1.251 0.635
H 5.816 0.666 0.084
H 6.592 -1.696 0.337
H 5.023 -3.440 1.199
H 2.649 -2.812 1.766
*
```

---

Copy entry 5 word for word.
C4H9N2O | ωB97M-V with the def2-TZVPD basis set

Properties
Gap between HOMO and LUMO = 10.6 eV
Energy relative to the best compared isomer or geometry (same formula, charge and spin) = 22.7 kcal per mole
HOMO energy = -14.16 eV

Structure (ORCA input):
```
! RIJCOSX wB97M-V def2-TZVPD def2/J DEFGRID3
* xyz 1 1
C 1.899 0.118 -1.539
C 1.483 -0.067 -0.129
C 1.272 -1.216 0.550
N 0.386 -0.978 1.587
C -0.116 0.273 1.416
N 0.646 0.843 0.496
H 0.999 0.417 -2.086
H 2.151 -0.819 -2.044
H 2.762 0.726 -1.807
H 1.534 -2.220 0.258
H -0.186 -1.631 2.098
H -0.916 0.776 1.935
H 0.633 1.840 0.369
H -5.032 0.842 -1.952
H -3.620 0.331 -2.084
O -4.209 0.778 -1.468
*
```